The following is a quantum chemistry calculation of one molecule with the formula C4H12N2O2, from the Open Molecules 2025 dataset.

Last columns: bonded neighbours and bond lengths (Å).
Atoms and positions in Å:
1 O -1.609 -0.277 0.857  C7 1.412, H13 0.963
2 O 0.575 0.984 2.093  C6 1.422, H9 0.966
3 N 1.055 -1.114 1.079  C6 1.444, H14 1.015, H19 1.015
4 N -0.445 -0.036 -1.291  C7 1.408, C8 1.447, H10 1.067
5 C 1.948 0.958 0.173  C6 1.523, H11 1.089, H16 1.086, H20 1.086
6 C 0.770 0.287 0.869  O2 1.422, N3 1.444, C5 1.523, C7 1.662
7 C -0.664 0.379 0.036  O1 1.412, N4 1.408, C6 1.662, H18 1.099
8 C -1.562 -0.551 -2.053  N4 1.447, H12 1.102, H15 1.094, H17 1.089
9 H -0.263 0.682 2.469  O2 0.966
10 H 0.231 -0.806 -0.994  N4 1.067
11 H 2.839 0.862 0.790  C5 1.089
12 H -2.040 -1.443 -1.618  C8 1.102
13 H -2.391 -0.503 0.342  O1 0.963
14 H 1.880 -1.227 1.659  N3 1.015
15 H -2.316 0.235 -2.156  C8 1.094
16 H 1.725 2.009 0.011  C5 1.086
17 H -1.209 -0.803 -3.051  C8 1.089
18 H -0.923 1.447 0.020  C7 1.099
19 H 0.274 -1.562 1.548  N3 1.015
20 H 2.125 0.479 -0.785  C5 1.086

Summary:
- Energy above the lowest of the compared OMol25 structures with the same formula, charge and spin: 1.817 eV
- LUMO: 0.71 eV
- F_max: 3.48 eV/A
- HOMO energy: -0.34699 Eh
- Charge: 0